No. 1
Below is C24H28N2O5 in the gas phase, with properties calculated with ωB97M-V/def2-TZVPD.

Atoms and positions in Å:
C  2.42  3.73  -0.89
O  3.27  2.62  -1.01
C  4.50  2.77  -0.33
C  5.19  1.41  -0.25
C  4.58  0.54  0.86
N  3.14  0.46  0.77
C  2.33  1.22  1.52
O  2.67  1.94  2.44
C  0.90  0.99  1.02
O  -0.09  1.51  1.48
C  1.03  0.09  -0.11
C  0.08  -0.27  -1.01
O  0.48  -0.94  -2.12
C  -1.34  0.04  -0.89
C  -2.03  -0.13  0.31
C  -3.37  0.15  0.41
C  -4.08  0.62  -0.70
O  -5.39  0.96  -0.74
C  -6.23  0.86  0.40
C  -7.07  -0.42  0.40
C  -6.21  -1.67  0.61
C  -8.15  -0.32  1.48
C  -3.40  0.78  -1.91
C  -2.06  0.49  -2.00
C  2.48  -0.28  -0.28
C  2.68  -1.77  -0.11
C  3.00  -2.58  -1.19
C  3.13  -3.95  -0.97
N  2.97  -4.51  0.22
C  2.67  -3.73  1.24
C  2.51  -2.36  1.13
H  1.52  3.50  -1.44
H  2.17  3.93  0.16
H  2.89  4.63  -1.31
H  5.13  3.49  -0.87
H  4.32  3.16  0.69
H  5.09  0.93  -1.22
H  6.25  1.55  -0.03
H  5.00  -0.47  0.81
H  4.80  0.97  1.83
H  -0.29  -1.13  -2.68
H  -1.50  -0.50  1.18
H  -3.86  -0.01  1.36
H  -6.90  1.73  0.32
H  -5.66  0.96  1.33
H  -7.55  -0.49  -0.58
H  -5.43  -1.74  -0.14
H  -5.75  -1.65  1.60
H  -6.83  -2.56  0.55
H  -8.79  0.54  1.30
H  -8.76  -1.22  1.47
H  -7.69  -0.22  2.46
H  -3.95  1.14  -2.76
H  -1.55  0.65  -2.95
H  2.85  0.04  -1.27
H  3.13  -2.17  -2.17
H  3.38  -4.62  -1.78
H  2.55  -4.24  2.19
H  2.26  -1.76  2.00

Summary:
Gap between HOMO and LUMO in Ha: 0.3039
Total charge: 0
Energy relative to the best compared isomer or geometry (same formula, charge and spin) in kcal per mole: 69.49
Energy in a.u.: -1417.0444
LUMO in eV: -0.224


No. 2
Below is C36H29BrN2O2P2Re as an isolated structure, with properties calculated with ωB97M-V/def2-TZVPD.

Atoms and positions in Å:
Re  -0.02  0.15  0.26
C  -0.14  -2.76  -1.44
P  -0.87  -1.10  -1.72
C  -0.20  -0.72  -3.35
C  -0.53  -1.50  -4.46
C  0.07  -1.25  -5.68
C  1.03  -0.25  -5.80
C  1.39  0.50  -4.70
C  0.78  0.27  -3.47
C  -2.66  -1.34  -1.74
C  -3.44  -1.14  -2.87
C  -4.81  -1.34  -2.81
C  -5.40  -1.73  -1.62
C  -4.63  -1.92  -0.48
C  -3.26  -1.72  -0.54
C  1.21  -2.46  -0.94
C  2.42  -3.23  -1.03
C  3.40  -2.48  -0.46
C  2.80  -1.26  -0.02
C  3.38  -0.07  0.62
P  1.98  0.65  1.56
C  2.37  2.39  1.76
C  3.62  2.78  2.24
C  3.95  4.12  2.34
C  3.03  5.08  1.96
C  1.79  4.71  1.46
C  1.45  3.37  1.37
C  1.98  -0.28  3.10
C  2.81  0.05  4.16
C  2.83  -0.74  5.30
C  2.02  -1.86  5.38
C  1.19  -2.20  4.33
C  1.17  -1.41  3.19
N  1.46  -1.28  -0.31
H  -0.10  -3.35  -2.36
H  -0.73  -3.32  -0.71
H  -1.26  -2.29  -4.37
H  -0.20  -1.85  -6.54
H  1.49  -0.07  -6.76
H  2.14  1.27  -4.79
H  1.05  0.88  -2.62
H  -2.99  -0.82  -3.80
H  -5.41  -1.20  -3.69
H  -6.47  -1.89  -1.57
H  -5.09  -2.22  0.45
H  -2.66  -1.87  0.36
H  2.49  -4.20  -1.49
H  4.45  -2.72  -0.35
H  3.73  0.64  -0.13
H  4.23  -0.34  1.26
H  4.37  2.04  2.52
H  4.92  4.41  2.72
H  3.28  6.13  2.04
H  1.07  5.46  1.16
H  0.48  3.08  1.00
H  3.43  0.94  4.13
H  3.47  -0.47  6.13
H  2.03  -2.47  6.28
H  0.55  -3.07  4.39
H  0.50  -1.68  2.38
Br  -1.82  2.15  -2.44
C  -2.72  1.65  -0.88
C  -4.09  1.87  -0.81
C  -4.73  1.68  0.40
C  -3.98  1.34  1.52
C  -2.63  1.13  1.34
N  -2.00  1.21  0.15
C  -1.70  0.89  2.49
O  -2.04  0.79  3.63
O  -0.44  0.90  2.06
H  -4.62  2.23  -1.68
H  -5.80  1.85  0.48
H  -4.39  1.25  2.51

Summary:
Gap between HOMO and LUMO (spin up / spin down) in Ha: 0.2930 / 0.2153
Total charge: +2
Energy relative to the best compared isomer or geometry (same formula, charge and spin) in kcal per mole: 26.49
Energy in a.u.: -4983.7389
LUMO (spin up / spin down) in eV: -6.301 / -8.096
Multiplicity: 4
Expectation value of S²: 3.774


No. 3
Below is C4H8 in the gas phase in a non-equilibrium geometry, with properties calculated with ωB97M-V/def2-TZVPD.

Atoms and positions in Å:
C  -0.04  0.67  1.39
C  -0.45  0.25  -0.04
C  0.48  0.13  -1.22
C  -0.11  -1.11  -0.57
H  -0.34  1.74  1.54
H  1.10  0.54  1.44
H  -0.51  -0.06  2.20
H  -1.39  0.57  -0.44
H  0.01  0.41  -2.22
H  1.58  0.25  -1.07
H  -0.91  -1.76  -1.03
H  0.58  -1.64  0.03

Summary:
Gap between HOMO and LUMO in Ha: 0.4199
Total charge: 0
Energy relative to the best compared isomer or geometry (same formula, charge and spin) in kcal per mole: 19.82
Energy in a.u.: -157.1524
LUMO in eV: 1.299


No. 4
Below is a 2-piece molecular cluster, CHCl3S overall in a non-equilibrium geometry, with properties calculated with ωB97M-V/def2-TZVPD.

Atoms and positions in Å:
S  -1.88  -1.32  -0.98
C  -1.64  0.02  -0.11
Cl  -2.33  0.59  1.33
Cl  -0.70  1.36  -0.80
Cl  3.32  0.33  0.21
H  3.23  -0.98  0.35

Summary:
Gap between HOMO and LUMO in Ha: 0.3195
Total charge: 0
Energy relative to the best compared isomer or geometry (same formula, charge and spin) in kcal per mole: 3.60
Energy in a.u.: -1817.4375
LUMO in eV: -1.004